Molecular formula: C54H110F12N13O29S12
Method: DFT, ωB97M-V/def2-TZVPD

The geometry in XYZ format:
```
230
Properties=species:S:1:pos:R:3
C -6.01 3.77 -3.85
N -4.95 3.91 -2.88
C -4.04 2.98 -2.61
C -3.00 3.20 -1.77
C -2.90 4.40 -1.01
C -3.86 5.35 -1.36
C -4.88 5.12 -2.21
C -1.89 4.39 0.16
C -2.17 3.47 1.23
C -1.15 3.38 2.22
N -0.01 4.10 2.15
C 0.18 4.97 1.16
C -0.74 5.11 0.12
C 0.96 3.98 3.34
H -6.73 3.04 -3.54
H -5.71 3.34 -4.83
H -6.44 4.75 -4.02
H -4.11 2.11 -3.26
H -2.28 2.44 -1.64
H -3.90 6.25 -0.81
H -5.70 5.82 -2.31
H -3.11 2.91 1.15
H -1.20 2.70 3.01
H 1.11 5.57 1.19
H -0.54 5.75 -0.72
H 1.57 3.09 3.25
H 0.32 3.94 4.21
H 1.56 4.88 3.34
C -5.11 -4.91 -7.53
C -3.76 -4.40 -6.99
C -2.77 -5.15 -7.80
C -1.30 -4.69 -7.57
C -1.20 -3.18 -7.95
C -2.22 -2.19 -7.24
N -3.48 -2.90 -7.37
O -4.35 -2.39 -7.87
C -2.27 -0.92 -8.05
C -1.88 -1.90 -5.82
C -3.54 -4.63 -5.50
H -5.00 -5.96 -7.34
H -5.31 -4.96 -8.67
H -6.04 -4.53 -7.00
H -2.95 -5.15 -8.83
H -2.70 -6.17 -7.48
H -0.64 -5.29 -8.23
H -0.97 -4.79 -6.55
H -1.50 -3.15 -8.99
H -0.20 -2.85 -7.83
H -3.11 -0.19 -7.87
H -2.42 -1.13 -9.10
H -1.33 -0.36 -7.95
H -0.98 -1.23 -5.78
H -1.57 -2.83 -5.30
H -2.72 -1.46 -5.24
H -4.10 -3.77 -5.14
H -2.51 -4.65 -5.09
H -4.01 -5.52 -5.09
C -2.76 1.45 10.75
C -1.64 0.81 9.85
C -1.75 1.44 8.47
C -1.23 2.88 8.33
C 0.25 2.82 8.65
C 0.69 2.21 10.03
N -0.17 1.08 10.41
O 0.15 0.36 11.27
C 0.34 3.33 11.07
C 2.12 1.85 10.05
C -1.90 -0.64 9.73
H -2.74 0.95 11.73
H -3.66 1.22 10.23
H -2.80 2.58 10.89
H -2.82 1.26 8.11
H -1.15 0.76 7.83
H -1.71 3.69 8.79
H -1.30 3.31 7.29
H 0.64 3.82 8.60
H 0.79 2.23 7.92
H 0.32 2.90 12.18
H -0.59 3.86 10.99
H 1.28 3.91 11.14
H 2.32 1.21 10.87
H 2.70 2.75 10.07
H 2.40 1.39 9.11
H -1.67 -1.08 10.65
H -1.18 -0.96 8.96
H -2.95 -0.90 9.53
C 3.98 7.15 -2.41
C 5.06 6.08 -2.49
N 5.28 5.34 -3.85
C 4.13 4.35 -3.93
C 5.14 6.30 -5.00
C 6.29 7.28 -5.16
C 6.55 4.61 -3.75
C 6.96 3.67 -4.89
O 6.42 2.45 -4.63
C 6.88 1.44 -5.59
H 3.18 6.92 -3.08
H 4.37 8.09 -2.63
H 3.68 6.97 -1.35
H 4.72 5.27 -1.82
H 6.03 6.43 -2.18
H 4.07 3.93 -4.93
H 3.23 4.96 -3.70
H 4.22 3.57 -3.18
H 4.23 6.87 -4.82
H 4.94 5.76 -5.91
H 6.60 7.82 -4.27
H 6.02 8.00 -5.92
H 7.18 6.73 -5.51
H 6.51 3.96 -2.84
H 7.40 5.27 -3.46
H 8.08 3.61 -5.03
H 6.53 3.98 -5.90
H 7.95 1.40 -5.46
H 6.73 1.61 -6.62
H 6.43 0.49 -5.38
C -2.00 -2.88 -1.71
C -1.94 -1.64 -0.90
N -2.13 -1.73 0.62
C -2.29 -0.34 1.19
C -3.24 -2.67 0.93
C -3.77 -2.51 2.38
C -0.81 -2.32 1.10
C 0.39 -1.44 0.78
O 1.22 -2.07 -0.20
C 2.48 -1.41 -0.46
H -1.39 -2.71 -2.58
H -2.99 -3.21 -2.07
H -1.71 -3.76 -1.13
H -2.71 -0.97 -1.16
H -0.95 -1.16 -1.06
H -1.73 0.31 0.58
H -1.86 -0.37 2.15
H -3.35 0.01 1.22
H -2.88 -3.68 0.81
H -4.11 -2.55 0.32
H -2.94 -2.64 3.09
H -4.55 -3.28 2.57
H -4.21 -1.57 2.50
H -0.66 -3.30 0.63
H -0.82 -2.47 2.19
H 0.84 -1.12 1.71
H 0.10 -0.42 0.42
H 2.89 -1.88 -1.36
H 3.19 -1.48 0.40
H 2.29 -0.30 -0.63
C 4.29 -7.63 -0.72
C 4.38 -6.56 0.48
N 3.22 -5.64 0.68
C 3.13 -4.75 -0.52
C 1.92 -6.47 0.75
C 1.80 -7.59 1.74
C 3.29 -4.85 1.98
C 2.12 -3.93 2.27
O 0.95 -4.51 2.56
C 0.85 -4.90 3.92
H 3.44 -8.34 -0.62
H 5.15 -8.26 -0.63
H 4.30 -7.10 -1.73
H 5.32 -5.95 0.45
H 4.50 -7.07 1.44
H 2.97 -5.30 -1.47
H 4.06 -4.15 -0.57
H 2.23 -4.12 -0.35
H 1.88 -6.94 -0.24
H 1.11 -5.79 0.87
H 0.72 -7.78 2.00
H 2.27 -7.43 2.74
H 2.21 -8.53 1.36
H 4.21 -4.24 1.89
H 3.50 -5.55 2.78
H 1.86 -3.20 1.52
H 2.44 -3.41 3.19
H 1.69 -4.32 4.46
H 0.95 -6.00 4.09
H -0.03 -4.55 4.43
N -0.45 2.76 -3.69
S -0.77 4.30 -3.86
O -0.81 5.07 -2.69
O -1.72 4.38 -4.97
F 0.50 4.99 -4.50
S 0.43 1.92 -2.71
O 1.35 1.03 -3.28
O -0.38 1.44 -1.71
F 1.30 3.00 -2.12
N -5.46 -0.39 -3.01
S -6.10 -0.64 -4.43
O -7.52 -0.75 -4.56
O -5.28 -1.62 -5.12
F -5.75 0.78 -5.13
S -6.15 0.06 -1.62
O -6.71 1.31 -1.82
O -5.18 -0.10 -0.56
F -7.30 -0.96 -1.34
N -3.89 2.25 3.67
S -5.23 1.68 3.02
O -6.41 2.15 3.61
O -5.11 0.33 2.61
F -5.03 2.55 1.69
S -3.30 1.99 5.06
O -4.16 2.16 6.20
O -2.00 2.65 5.18
F -3.15 0.37 5.04
N 0.27 -0.58 6.05
S 0.09 -0.72 4.53
O 1.05 -1.64 4.00
O -0.22 0.50 3.76
F -1.26 -1.53 4.59
S 1.49 -0.67 7.01
O 1.05 -0.67 8.37
O 2.63 0.03 6.50
F 1.82 -2.25 6.81
N 4.23 4.97 0.41
S 4.08 5.96 1.59
O 3.02 5.82 2.53
O 4.25 7.28 1.13
F 5.33 5.82 2.51
S 4.19 3.40 0.45
O 4.24 2.93 -0.89
O 3.44 2.79 1.46
F 5.67 3.02 0.91
N 0.73 -6.79 -4.23
S 1.49 -7.96 -3.50
O 1.09 -8.22 -2.14
O 2.83 -7.92 -3.84
F 0.95 -9.24 -4.33
S 0.16 -5.50 -3.65
O 0.19 -4.51 -4.69
O 0.55 -5.06 -2.35
F -1.41 -5.84 -3.46
```

Summary:
relative energy (zero: lowest compared OMol25 entry of this formula, charge and spin)	0.00	kcal/mol
LUMO level	-3.9	eV
net charge	+1
electronic energy	-299144.6578	eV
spin multiplicity	1

These are the Löwdin partial charges, in e, on atoms 1 to 99: 0.014, -0.047, -0.002, 0.024, -0.075, 0.028, 0.037, -0.105, 0.095, 0.028, -0.022, 0.025, 0.021, 0.070, 0.080, 0.118, 0.100, 0.151, 0.082, 0.122, 0.144, 0.099, 0.067, 0.137, 0.110, 0.096, 0.092, 0.054, -0.012, -0.409, -0.152, -0.121, -0.067, -0.464, -0.018, 0.256, -0.020, 0.005, 0.007, 0.081, 0.127, 0.117, 0.111, 0.132, 0.136, 0.063, 0.117, 0.122, 0.116, 0.085, 0.111, 0.125, 0.062, 0.099, 0.073, 0.064, 0.117, 0.008, -0.424, -0.133, -0.144, -0.107, -0.448, 0.024, 0.225, 0.013, -0.005, -0.018, 0.096, 0.082, 0.109, 0.146, 0.100, 0.091, 0.116, 0.123, 0.111, 0.133, 0.073, 0.101, 0.094, 0.097, 0.082, 0.075, 0.089, 0.125, -0.032, -0.142, -0.250, 0.044, -0.179, -0.047, -0.114, -0.249, -0.187, -0.041, 0.066, 0.067, 0.084